No. 1
Molecular formula: C11H16N3O
Method: DFT, the ωB97M-V functional and the def2-TZVPD basis

Calculated values
- Charge: +1
- HOMO energy: -11.9 eV
- LUMO energy: -2.698 eV
- Relative energy (zero: lowest compared OMol25 entry of this formula, charge and spin): 496.1 kJ/mol
- Max |F|: 0.103 Eh/bohr
- SMILES string: C=C=C[C@H]1COCC[N@@H+]1/C=C1\CN=CN1
- Energy: -667.83932 a.u.

Cartesian coordinates (Å):
C -0.173 -2.890 0.921
C -0.436 -2.353 -0.184
C -0.991 -1.722 -1.223
C -1.428 -0.303 -1.044
C -2.850 -0.366 -0.299
O -3.375 0.789 0.099
C -2.598 1.444 0.962
C -1.257 1.820 0.208
N -0.533 0.509 -0.105
C 0.725 0.936 -0.675
C 1.923 0.459 -0.311
C 2.451 0.182 1.098
N 3.860 0.038 0.857
C 4.167 0.363 -0.352
N 3.032 0.616 -1.092
H -0.746 -3.480 1.654
H 0.845 -2.821 1.116
H -0.947 -2.178 -2.213
H -1.516 0.347 -1.947
H -3.657 -1.012 -0.872
H -2.794 -1.106 0.517
H -2.202 0.805 1.811
H -2.916 2.377 1.478
H -1.273 2.312 -0.727
H -0.604 2.394 0.858
H -0.335 -0.016 0.729
H 0.660 1.232 -1.685
H 2.471 1.002 1.889
H 2.249 -0.763 1.546
H 5.152 0.543 -0.900
H 3.096 0.840 -2.113

No. 2
Molecular formula: CF3I2P
Method: DFT, the ωB97M-V functional and the def2-TZVPD basis

Calculated values
- HOMO energy (alpha / beta): -8.3 / -8.4 eV
- LUMO energy (alpha / beta): -1.003 / -1.770 eV
- Relative energy (zero: lowest compared OMol25 entry of this formula, charge and spin): 290.6 kJ/mol
- Max |F|: 0.058 Eh/bohr
- Energy: -1274.37708 a.u.

Cartesian coordinates (Å):
C -0.525 0.034 -0.133
F -0.735 0.313 1.166
F -0.389 1.165 -0.845
F -1.400 -0.724 -0.664
P 3.762 -0.996 1.024
I 1.795 -1.292 -0.249
I 5.087 0.696 -0.101

No. 3
Molecular formula: C6H21NO3S
Method: DFT, the ωB97M-V functional and the def2-TZVPD basis

Calculated values
- HOMO energy: -9.1 eV
- LUMO energy: 0.504 eV
- Relative energy (zero: lowest compared OMol25 entry of this formula, charge and spin): 56.7 kJ/mol
- Max |F|: 0.041 Eh/bohr
- SMILES string: CC(C)CNCCS.O.O.O
- Energy: -919.82357 a.u.

Cartesian coordinates (Å):
C 1.763 -1.616 0.241
C 0.729 -0.922 1.179
C 1.090 -1.300 2.609
C -0.679 -1.348 0.703
N -1.336 -0.152 0.141
C -2.194 -0.333 -1.018
C -2.341 1.001 -1.744
S -3.378 2.093 -0.686
H 1.481 -2.655 0.083
H 2.796 -1.588 0.604
H 1.885 -1.054 -0.690
H 0.882 0.132 0.959
H 2.123 -1.116 2.861
H 0.385 -0.886 3.331
H 0.992 -2.379 2.728
H -0.633 -2.124 -0.057
H -1.279 -1.731 1.526
H -1.799 0.368 0.870
H -3.182 -0.708 -0.722
H -1.726 -1.041 -1.705
H -2.976 0.854 -2.612
H -1.370 1.415 -1.945
H -2.689 3.247 -0.634
O 0.584 0.407 -2.956
H 1.464 0.049 -3.122
H 0.208 -0.237 -2.346
O 3.701 0.710 1.982
H 3.333 1.032 1.148
H 2.964 0.146 2.265
O 0.067 3.458 -1.012
H -0.317 2.906 -1.704
H -0.548 3.374 -0.278

No. 4
Molecular formula: ClH3Si
Method: DFT, the ωB97M-V functional and the def2-TZVPD basis

Calculated values
- HOMO energy: -10.3 eV
- LUMO energy: -0.848 eV
- Relative energy (zero: lowest compared OMol25 entry of this formula, charge and spin): 138.4 kJ/mol
- Max |F|: 0.067 Eh/bohr
- Energy: -751.43445 a.u.

Cartesian coordinates (Å):
Si -0.016 -0.137 -0.233
Cl -0.523 -2.005 -2.077
H -1.412 0.248 -0.120
H 0.141 -0.928 0.940
H 1.033 0.907 -0.803

No. 5
Molecular formula: H3NO3P3
Method: DFT, the ωB97M-V functional and the def2-TZVPD basis

Calculated values
- Charge: -1
- HOMO energy (alpha / beta): -4.4 / -4.4 eV
- LUMO energy (alpha / beta): 4.000 / 4.000 eV
- Relative energy (zero: lowest compared OMol25 entry of this formula, charge and spin): 313.7 kJ/mol
- Max |F|: 0.093 Eh/bohr
- Energy: -1306.38416 a.u.

Cartesian coordinates (Å):
N -1.315 0.749 -0.484
O -1.183 -1.882 1.249
O -2.293 -2.386 -1.022
O 0.298 -1.921 -0.667
P -2.595 0.772 0.290
P 1.473 -1.049 -0.060
P -1.326 -1.713 -0.206
H -2.840 2.241 0.352
H 0.616 -0.144 0.472
H 1.380 -1.480 1.398

No. 6
Molecular formula: C35H46Br63N2O6Si
Method: DFT, the ωB97M-V functional and the def2-TZVPD basis

Calculated values
- Charge: +1
- HOMO energy: -11.0 eV
- LUMO energy: -3.845 eV
- Max |F|: 0.189 Eh/bohr
- Energy: -164373.85805 a.u.

Cartesian coordinates (Å):
C -2.091 -0.608 5.802
Si -2.015 -2.163 4.630
C -3.475 -3.356 5.003
C -0.326 -3.021 5.080
N -2.113 -1.672 2.900
C -2.789 -0.515 2.362
C -3.672 0.635 3.075
C -5.039 0.711 2.187
O -5.337 1.676 1.409
N -2.702 -0.291 0.919
C -1.899 -1.429 0.468
C -1.559 -1.529 -1.098
O -0.140 -1.174 -1.231
C 0.012 0.235 -1.508
O -0.201 1.105 -0.371
C 0.643 0.757 0.760
C 2.222 0.953 0.524
O 2.691 2.318 0.741
C -1.542 -2.321 1.683
C -0.713 -3.683 1.615
C 0.680 -3.563 0.811
O 1.458 -2.567 0.829
O 1.054 -4.734 0.059
H -1.274 -0.620 6.602
H -3.151 -0.423 6.195
H -1.848 0.293 5.102
H -3.171 -4.461 5.095
H -4.039 -3.103 5.987
H -4.275 -3.267 4.166
H -0.365 -4.161 4.980
H 0.470 -2.577 4.354
H 0.023 -2.678 6.135
H -3.133 1.662 3.111
H -4.016 0.366 4.137
H -5.716 -0.232 2.277
H -3.081 0.471 0.336
H -1.651 -2.626 -1.418
H -2.243 -0.834 -1.702
H 1.048 0.492 -1.966
H -0.754 0.568 -2.319
H 0.490 -0.301 1.175
H 0.341 1.482 1.620
H 2.752 0.318 1.343
H 2.610 0.503 -0.482
H 2.256 2.946 0.114
H -0.535 -4.196 2.627
H -1.371 -4.434 0.995
H 2.048 -4.731 -0.049
C -4.015 -5.930 -0.612
Br -3.621 -7.543 0.391
Br -5.914 -5.752 -0.978
Br -3.295 -4.347 0.254
H -3.512 -6.023 -1.575
C 4.947 -5.273 -1.652
Br 3.798 -3.868 -0.959
Br 6.739 -4.624 -2.015
Br 4.962 -6.828 -0.492
H 4.523 -5.589 -2.605
C 0.098 2.008 -5.356
Br -1.633 1.142 -5.207
Br 0.580 2.938 -3.722
Br 1.481 0.767 -5.914
H 0.012 2.762 -6.139
C 6.136 0.486 2.352
Br 7.694 0.243 3.483
Br 6.423 1.860 1.013
Br 5.553 -1.186 1.555
H 5.327 0.832 2.995
C 0.463 6.250 -1.053
Br 1.760 7.461 -0.270
Br 0.898 4.393 -0.691
Br -1.348 6.684 -0.512
H 0.514 6.384 -2.134
C -3.967 10.203 -0.098
Br -5.093 11.602 0.635
Br -2.181 10.848 -0.494
Br -3.929 8.634 1.044
H -4.413 9.898 -1.045
C 4.909 2.416 -2.756
Br 3.594 1.045 -2.351
Br 6.717 1.720 -2.666
Br 4.555 3.284 -4.456
H 4.823 3.180 -1.982
C -7.762 10.973 4.224
Br -6.245 10.127 3.359
Br -8.834 11.989 2.965
Br -8.832 9.695 5.217
H -7.361 11.684 4.947
C 6.978 -9.524 1.946
Br 7.371 -11.141 2.943
Br 5.082 -9.351 1.571
Br 7.686 -7.944 2.822
H 7.486 -9.611 0.985
C -0.283 11.407 2.806
Br 1.011 12.613 3.603
Br 0.148 9.548 3.162
Br -2.096 11.843 3.342
H -0.227 11.546 1.727
C 10.301 3.760 -3.020
Br 9.103 5.270 -2.795
Br 10.233 2.553 -1.502
Br 9.984 2.831 -4.694
H 11.314 4.160 -3.065
C 1.324 7.056 -5.731
Br -0.432 6.242 -5.579
Br 1.810 8.030 -4.125
Br 2.681 5.760 -6.225
H 1.269 7.784 -6.541
C 9.082 -5.562 -4.962
Br 10.631 -5.777 -3.811
Br 9.354 -4.168 -6.284
Br 8.554 -7.240 -5.780
H 8.254 -5.243 -4.327
C -8.467 1.551 -0.874
Br -6.909 1.374 0.287
Br -8.218 2.938 -2.209
Br -8.960 -0.148 -1.680
H -9.302 1.861 -0.245
C 2.971 -11.510 -1.782
Br 1.826 -10.104 -1.088
Br 4.764 -10.864 -2.146
Br 2.988 -13.066 -0.624
H 2.547 -11.826 -2.735
C -2.065 10.110 6.930
Br -1.670 8.472 7.893
Br -3.963 10.296 6.571
Br -1.345 11.669 7.835
H -1.563 10.041 5.964
C 3.609 10.803 5.964
Br 4.905 12.003 6.769
Br 4.038 8.942 6.310
Br 1.796 11.237 6.499
H 3.667 10.948 4.885
C -4.006 -0.465 -8.257
Br -5.130 0.935 -7.520
Br -2.222 0.182 -8.663
Br -3.961 -2.031 -7.111
H -4.456 -0.773 -9.200
C -5.177 -7.321 -4.499
Br -6.471 -8.717 -4.127
Br -3.354 -7.977 -4.390
Br -5.529 -6.444 -6.194
H -5.291 -6.566 -3.721
C -9.131 -4.577 -0.029
Br -10.403 -3.125 0.174
Br -9.172 -5.790 1.485
Br -9.367 -5.515 -1.712
H -8.138 -4.129 -0.051
C 5.130 -15.673 -3.478
Br 6.465 -15.652 -2.070
Br 3.480 -16.513 -2.896
Br 4.820 -13.900 -4.203
H 5.530 -16.283 -4.288

- Which of these has the highest energy?
  C11H16N3O